1.
The following is a DFT calculation (ωB97M-V/def2-TZVPD) of a structure of composition C2H2N3OS at a distorted geometry.

```
! RIJCOSX wB97M-V def2-TZVPD def2/J DEFGRID3
* xyz -1 1
C 0.24512 -2.27569 -0.02398
C 4.18287 -0.08004 -0.08732
N -0.28016 -3.22010 -0.47633
N 0.00994 -0.00504 0.13694
N 0.66260 -1.26905 0.63374
O 4.89922 0.69488 -0.51495
S 2.92299 -0.86244 0.39531
H -0.77799 -0.34933 -0.31591
H 0.66547 0.27351 -0.58354
*
```

Summary:
max |F| = 3.4 eV Å⁻¹
E_LUMO = 3.5 eV
HOMO energy = -3.25 eV
orbital gap = 6.8 eV
energy relative to the best compared isomer or geometry (same formula, charge and spin) = 1.868 eV

=====

2.
The following is a DFT calculation (ωB97M-V/def2-TZVPD) of an isolated molecule of C2H2N4 at a distorted geometry.

```
! RIJCOSX wB97M-V def2-TZVPD def2/J DEFGRID3
* xyz 0 1
C -1.33059 0.43394 1.09798
C 1.64114 -0.11344 -0.53210
N -1.89602 1.20410 1.74978
N 2.74645 -0.35439 -0.46137
N -0.70754 -0.33775 0.16388
N 0.36208 0.18717 -0.55135
H -0.86367 -1.32284 0.02994
H 0.04816 0.30320 -1.49677
*
```

Summary:
max |F| = 3.0 eV Å⁻¹
E_LUMO = 0.2 eV
HOMO energy = -10.93 eV
orbital gap = 11.1 eV
SMILES string = N#CNNC#N
energy relative to the best compared isomer or geometry (same formula, charge and spin) = 2.294 eV

=====

3.
The following is a DFT calculation (ωB97M-V/def2-TZVPD) of an isolated molecule of C2H2N4 at a distorted geometry.

```
! RIJCOSX wB97M-V def2-TZVPD def2/J DEFGRID3
* xyz 0 1
C -1.00080 0.60764 0.07731
C 1.22368 0.03009 -0.14174
H -1.80810 1.43606 0.39349
H 2.37149 0.28373 -0.00595
N 0.41260 0.97710 -0.19240
N 0.79244 -1.30672 0.20919
N -0.51785 -1.52459 -0.25207
N -1.47346 -0.50331 -0.08784
*
```

Summary:
max |F| = 7.6 eV Å⁻¹
E_LUMO = -1.4 eV
HOMO energy = -10.22 eV
orbital gap = 8.8 eV
SMILES string = c1ncnnn1
energy relative to the best compared isomer or geometry (same formula, charge and spin) = 3.912 eV

=====

4.
The following is a DFT calculation (ωB97M-V/def2-TZVPD) of an isolated molecule of C2H2N4 at a distorted geometry.

```
! RIJCOSX wB97M-V def2-TZVPD def2/J DEFGRID3
* xyz 0 1
C -0.58332 -0.71276 0.25155
N 0.53502 -1.07896 0.82018
N 1.55793 -1.28634 1.26610
N 1.31304 1.34320 -1.46965
N 0.36942 1.09734 -0.88205
C -0.64033 0.68869 -0.16303
H -1.25453 -1.50288 -0.05118
H -1.29722 1.45171 0.22808
*
```

Summary:
max |F| = 1.4 eV Å⁻¹
E_LUMO = 0.7 eV
HOMO energy = -8.17 eV
orbital gap = 8.8 eV
energy relative to the best compared isomer or geometry (same formula, charge and spin) = 3.169 eV

=====

5.
The following is a DFT calculation (ωB97M-V/def2-TZVPD) of an isolated molecule of C2H2N4O2 at a distorted geometry.

```
! RIJCOSX wB97M-V def2-TZVPD def2/J DEFGRID3
* xyz 0 1
C -1.26354 -0.39030 0.08575
C 2.12523 0.13544 0.02495
H -3.16033 -0.76920 -0.26729
H 2.59383 1.24162 -0.13381
N -2.27247 -1.20737 -0.13346
N -1.30325 1.07217 0.25857
N -0.12039 1.31021 -0.02473
N 0.72097 0.33068 -0.19711
O 2.67544 -0.96651 0.05950
O 0.00452 -0.75673 0.32763
*
```

Summary:
max |F| = 6.6 eV Å⁻¹
E_LUMO = -0.9 eV
HOMO energy = -10.43 eV
orbital gap = 9.5 eV
SMILES string = [H]/N=c1\nnn(C=O)o1
energy relative to the best compared isomer or geometry (same formula, charge and spin) = 6.014 eV

=====

6.
The following is a DFT calculation (ωB97M-V/def2-TZVPD) of an isolated molecule of C2H2N4O2 at a distorted geometry.

```
! RIJCOSX wB97M-V def2-TZVPD def2/J DEFGRID3
* xyz 0 1
C 0.24334 -0.89679 0.07410
C -0.32567 1.48264 -0.20985
H 0.93892 -2.70544 -1.13889
H 0.65179 0.42498 -1.53082
N 0.42721 -2.16360 -0.23519
N 0.41331 0.33963 -0.54346
N -1.52192 1.31924 0.87777
N -1.09429 0.25519 1.70282
O 0.13442 2.68207 -0.58294
O 0.13289 -0.73792 1.58648
*
```

Summary:
max |F| = 9.5 eV Å⁻¹
E_LUMO = -1.7 eV
HOMO energy = -10.51 eV
orbital gap = 8.8 eV
SMILES string = [H]/N=c1\[nH]c(=O)nno1
energy relative to the best compared isomer or geometry (same formula, charge and spin) = 8.078 eV

=====

7.
The following is a DFT calculation (ωB97M-V/def2-TZVPD) of a cluster of 2 separate species, C2H2N4O3S2 in total at a distorted geometry.

```
! RIJCOSX wB97M-V def2-TZVPD def2/J DEFGRID3
* xyz 0 1
C 0.55753 0.18068 1.17287
C -0.99106 -1.60581 -2.63133
N 0.78413 -0.52313 0.11196
N -0.08239 1.37776 0.99086
N 0.81174 -0.31183 2.40269
N -0.17418 1.87628 -0.23133
O -1.39727 -2.51240 -2.07021
O -0.38073 2.12229 1.96791
O -0.67733 -0.63211 -3.14082
S 1.29681 -2.03670 0.26363
S 1.17931 -1.89425 2.40503
H -0.50899 2.79084 -0.35358
H -0.41756 1.16836 -0.88769
*
```

Summary:
max |F| = 3.2 eV Å⁻¹
E_LUMO (spin up / spin down) = -1.4 / -0.6 eV
HOMO energy (spin up / spin down) = -7.67 / -7.92 eV
orbital gap (spin up / spin down) = 6.2 / 7.4 eV
energy relative to the best compared isomer or geometry (same formula, charge and spin) = 0.000 eV

=====

8.
The following is a DFT calculation (ωB97M-V/def2-TZVPD) of a cluster of 2 separate species, C2H2N4S in total at a distorted geometry.

```
! RIJCOSX wB97M-V def2-TZVPD def2/J DEFGRID3
* xyz 0 1
C -0.07411 -1.90984 0.34960
C -1.43746 0.73699 -0.78499
N 0.89488 -2.27542 -0.18048
N -0.32891 1.08527 -0.43084
N 0.97832 0.87580 -0.31040
N 1.52149 1.45184 0.65631
S -3.02223 0.57560 -0.89791
H -1.10079 -1.87580 0.83013
H 2.56880 1.33555 0.76858
*
```

Summary:
max |F| = 3.0 eV Å⁻¹
E_LUMO = -0.7 eV
HOMO energy = -9.42 eV
orbital gap = 8.7 eV
SMILES string = [H]/N=N/N=C=S.C#N
energy relative to the best compared isomer or geometry (same formula, charge and spin) = 2.009 eV

=====

9.
The following is a DFT calculation (ωB97M-V/def2-TZVPD) of an isolated molecule of C2H2N6 at a distorted geometry.

```
! RIJCOSX wB97M-V def2-TZVPD def2/J DEFGRID3
* xyz 0 1
C -0.00233 -0.64110 -0.10395
C 0.03437 0.74742 -0.06382
H -1.81283 -1.88389 0.38072
H 1.69221 1.90139 -0.06285
N 2.10442 -0.19424 0.01632
N 1.27350 -1.19048 -0.02055
N -1.31258 -1.01913 -0.11182
N -2.06179 0.11038 -0.00274
N -1.29304 1.17794 0.00189
N 1.37806 0.99171 -0.03321
*
```

Summary:
max |F| = 3.5 eV Å⁻¹
E_LUMO = 0.2 eV
HOMO energy = -9.96 eV
orbital gap = 10.2 eV
SMILES string = n1nc2[nH]nnc2[nH]1
energy relative to the best compared isomer or geometry (same formula, charge and spin) = 0.367 eV

=====

10.
The following is a DFT calculation (ωB97M-V/def2-TZVPD) of a structure of composition C2H2NO2 at a distorted geometry.

```
! RIJCOSX wB97M-V def2-TZVPD def2/J DEFGRID3
* xyz -1 1
C -0.64401 -0.12974 0.48584
C -2.48839 -0.59671 0.65313
N -0.59496 0.78899 -0.32028
O -2.74309 -1.65129 0.13324
O -3.02694 0.24626 1.28266
H 0.23765 -0.56134 0.80757
H 0.44548 0.95947 -0.65708
*
```

Summary:
max |F| = 5.7 eV Å⁻¹
E_LUMO = 4.6 eV
HOMO energy = -2.89 eV
orbital gap = 7.5 eV
energy relative to the best compared isomer or geometry (same formula, charge and spin) = 1.378 eV

=====

Question: Which of these has the lowest energy relative to the best compared isomer or geometry (same formula, charge and spin)?
Answer: C2H2N4O3S2